Here is C29H33BiI2O3RuS2Sb as an isolated structure at a distorted geometry from OMol25. Energies are from ωB97M-V/def2-TZVPD.

```
72
Properties=species:S:1:pos:R:3:forces:R:3
I -0.7058 -3.3503 -0.7845 0.0587 0.1722 0.1146
I -0.6042 -1.3701 -5.4617 -0.0558 -0.2138 -0.2014
Ru -0.2471 0.1135 -3.3569 -0.4613 -2.1784 0.4887
Bi -0.1718 -0.5774 -0.6571 -0.2440 -0.7883 -0.2323
S 1.8093 -1.3557 -2.4199 -1.6380 -0.0148 0.0728
S -2.4578 -0.5556 -2.3223 0.8747 -0.5881 -0.1971
C 1.6749 0.6606 1.3756 1.6899 1.0788 2.6479
C 3.5281 -0.8249 -2.0033 0.5405 0.7362 0.1373
C -3.8752 0.5477 -1.8004 -0.1011 0.7494 0.2156
C 4.3146 -1.0283 -3.2965 -0.2449 -0.1454 -0.3742
C 3.5718 0.6134 -1.5357 0.0053 0.2886 -0.0186
C 4.0213 -1.7760 -0.9203 -0.2765 -0.3813 0.1243
C -4.7270 0.7673 -3.0495 0.2315 -0.2723 -0.3849
C -3.3891 1.8772 -1.2621 0.0073 0.2423 -0.0036
C -4.6594 -0.2622 -0.7703 0.0811 -0.3148 -0.0789
C 1.2201 0.9778 -4.0476 4.7559 3.1692 -2.7096
C -1.1880 1.5842 -3.9118 -3.0702 5.3602 -1.7942
O 2.2581 1.0491 2.2771 -1.3751 -0.9364 -2.1605
O 2.0911 1.5758 -4.5463 -3.2433 -2.2309 1.8722
O -1.7419 2.5382 -4.3044 2.2197 -3.8798 1.4850
H 3.9316 -0.3841 -4.0957 0.2135 -0.0667 0.1125
H 4.2359 -2.0689 -3.6246 0.1575 0.1124 -0.0260
H 5.3718 -0.7911 -3.1263 -0.2155 -0.0212 0.0261
H 3.1886 1.2885 -2.3056 0.2078 0.0208 0.2067
H 4.6185 0.8743 -1.3276 -0.2841 0.0498 -0.0257
H 2.9859 0.7515 -0.6189 0.2007 0.0135 -0.1866
H 3.4574 -1.6582 0.0138 0.0918 0.0554 -0.0867
H 5.0799 -1.5621 -0.7183 -0.2540 -0.0459 -0.1152
H 3.9231 -2.8141 -1.2499 0.1684 0.0481 0.1062
H -5.6300 1.3283 -2.7732 0.2276 -0.1258 -0.0148
H -5.0279 -0.1911 -3.4840 -0.0851 0.1887 -0.0195
H -4.1730 1.3444 -3.7976 -0.2262 -0.0682 0.0695
H -4.2692 2.4595 -0.9506 0.3129 -0.0790 -0.0419
H -2.8696 2.4416 -2.0440 -0.1500 0.0051 0.2829
H -2.7242 1.7625 -0.4000 -0.0661 0.0136 0.0395
H -5.5776 0.2864 -0.5213 0.2313 -0.0848 -0.0715
H -4.0849 -0.4306 0.1485 -0.0192 0.0797 -0.0824
H -4.9401 -1.2338 -1.1913 -0.0567 0.1265 0.1598
C -2.3721 3.2264 4.8492 0.0421 -0.3325 -0.1744
C -1.5032 3.1255 3.7543 -0.0061 -0.1873 -0.0168
C -1.3369 1.8993 3.0943 0.0882 0.2728 0.0013
C -2.0179 0.7646 3.5428 0.0284 -0.4581 -0.2692
C -2.8845 0.8583 4.6323 -0.2579 0.1301 0.3556
C -3.0652 2.0903 5.2837 0.1515 -0.1869 -0.1994
Sb -1.7268 -1.1298 2.4661 -0.5996 0.6834 1.3260
C 0.0517 -1.8106 3.5419 -0.6093 -1.2939 -1.9709
C 0.8346 -2.8021 2.9484 -1.7935 1.2148 -0.2336
C 2.0712 -3.1494 3.5095 0.7548 -0.6153 -0.0031
C 2.5045 -2.5194 4.6814 -0.1093 1.1533 1.4855
C 1.6945 -1.5581 5.2991 1.8941 -1.0267 0.3160
C 0.4606 -1.2035 4.7333 -0.1547 0.5411 0.4323
C -3.3021 -2.2581 3.4578 1.5255 0.3585 -0.2841
C -3.0037 -3.2878 4.3542 -0.6669 -1.3307 0.9966
C -4.0493 -3.9349 5.0307 2.3732 0.0118 -0.0745
C -5.3810 -3.5748 4.7919 -0.7949 0.1137 0.0007
C -5.6703 -2.5761 3.8527 0.3645 1.3872 -1.1631
C -4.6305 -1.9229 3.1755 -2.3215 -0.2881 0.2743
H -2.5086 4.1836 5.3582 0.0488 -0.3396 -0.1899
H -0.9535 4.0049 3.4118 -0.1874 -0.2871 0.0951
H -0.6665 1.8351 2.2319 -0.1999 0.1389 0.2212
H -3.4282 -0.0203 4.9878 0.1414 0.3326 -0.0286
H -3.7488 2.1511 6.1328 0.2231 -0.0059 -0.2619
H 0.5052 -3.2904 2.0273 0.1043 0.0934 0.2879
H 2.6881 -3.9108 3.0230 -0.1283 0.2151 0.2314
H 3.4703 -2.7855 5.1114 -0.2584 0.0978 -0.0530
H 2.0210 -1.0750 6.2227 -0.0394 -0.1718 -0.2781
H -0.1633 -0.4465 5.2197 0.1680 -0.1966 -0.1534
H -1.9677 -3.5782 4.5458 -0.4100 0.0288 -0.0066
H -3.8153 -4.7179 5.7545 -0.1052 0.2402 -0.1774
H -6.1912 -4.0659 5.3334 0.1976 0.0404 -0.1773
H -6.7044 -2.2898 3.6499 0.3128 -0.1302 0.1052
H -4.8681 -1.1404 2.4494 0.0148 -0.2779 0.2499
```
Forces are in eV/Å.

## Properties
- E_LUMO (alpha / beta): -12.0 / -15.0 eV
- Spin multiplicity: 6
- Total charge: +4
- DFT total energy: -89537.5962 eV
- HOMO energy (alpha / beta): -18.7 / -18.9 eV
- ⟨S²⟩: 8.836

Löwdin atomic charges, in units of e: 0.262 0.761 0.215 0.719 0.561 0.513 -0.084 -0.887 -0.874 -0.078 -0.084 -0.088 -0.075 -0.089 -0.102 -0.384 -0.343 0.115 0.172 0.181 0.083 0.099 0.123 0.072 0.124 0.024 0.068 0.121 0.097 0.122 0.099 0.083 0.119 0.070 0.067 0.117 0.043 0.097 -0.019 -0.040 -0.149 -0.389 -0.120 -0.030 1.432 -0.342 -0.080 0.068 0.037 0.044 0.013 -0.323 -0.059 0.033 0.073 0.022 -0.068 0.134 0.127 0.064 0.096 0.130 0.043 0.156 0.148 0.150 0.136 0.111 0.146 0.157 0.144 0.113